Entry 1:
The following is a DFT calculation (the ωB97M-V functional and the def2-TZVPD basis) of 2 unconnected molecules or ions with the total composition CHF3O2S at a distorted geometry.

Geometry as ORCA input:
```
! wB97M-V def2-TZVPD RIJCOSX def2/J DEFGRID3
* xyz 0 1
S 2.484 -0.662 0.000
F 2.158 1.892 0.722
F 0.120 -0.522 0.524
F 1.618 1.536 -1.217
O 2.550 -1.315 -1.272
O 3.379 -0.993 1.010
C 2.617 1.305 -0.355
H -0.191 0.308 0.254
*
```

The calculation puts the molecular weight at 134.078 g/mol. As for the lowest unoccupied orbital energy (spin up / spin down): -1.98 / -1.98 eV. As for the HOMO energy (spin up / spin down): -10.29 / -10.29 eV. The value obtained for the energy above the lowest of the compared OMol25 structures with the same formula, charge and spin is 3.345 eV.

Here are the natural (NBO) charges for atoms 1 to 2, given in e: S 1.84; F -0.32

Entry 2:
The following is a DFT calculation (the ωB97M-V functional and the def2-TZVPD basis) of a single C4H7BrN2S molecule at a distorted geometry.

Geometry as ORCA input:
```
! wB97M-V def2-TZVPD RIJCOSX def2/J DEFGRID3
* xyz 0 1
Br 2.902 -1.727 -0.105
S -4.319 -2.300 0.153
N -1.651 -1.504 0.672
N -0.681 -0.829 0.461
C 0.402 -0.199 0.573
C -2.644 -1.823 -0.353
C 0.656 0.858 1.711
C 1.382 -0.428 -0.560
H 0.815 -0.880 -1.438
H -2.628 -1.052 -1.106
H 1.903 0.428 -0.914
H 1.503 1.512 1.365
H 1.017 0.369 2.636
H -2.343 -2.780 -0.704
H -0.264 1.421 1.802
*
```

The calculation puts the molecular weight at 195.085 g/mol. As for the lowest unoccupied orbital energy (spin up / spin down): -0.05 / -2.12 eV. As for the HOMO energy (spin up / spin down): -8.94 / -7.34 eV. The value obtained for the energy above the lowest of the compared OMol25 structures with the same formula, charge and spin is 3.011 eV.

Here are the natural (NBO) charges for atoms 1 to 2, given in e: Br -0.07; S 0.09

Question: Number 2 is which compound?
Answer: C4H7BrN2S

Question: Which formula does entry 1 have?
Answer: CHF3O2S

Question: What is the energy above the lowest of the compared OMol25 structures with the same formula, charge and spin in the second record?
Answer: 3.011 eV